1.
A molecular structure, C18H23N5O2PbS3. Source: the OMol25 dataset; level of theory: ωB97M-V with the def2-TZVPD basis set.

Structure (ORCA input):
```
! wB97M-V def2-TZVPD RIJCOSX def2/J DEFGRID3
* xyz 0 1
Pb -0.916 0.493 -0.350
C -1.650 -2.480 1.092
C -3.101 -1.985 0.955
N -3.156 -0.637 0.386
C -4.118 -0.424 -0.688
C -3.757 -1.128 -1.998
S -2.097 -0.736 -2.686
C -1.185 -2.328 -2.577
C -1.277 -3.052 -1.242
N -0.895 -2.214 -0.120
H -1.658 -3.551 1.348
H -1.166 -1.934 1.904
H -3.573 -2.022 1.943
H -3.662 -2.655 0.300
H -3.308 0.043 1.120
H -4.156 0.654 -0.863
H -5.131 -0.761 -0.402
H -4.465 -0.804 -2.758
H -3.813 -2.209 -1.914
H -0.159 -2.038 -2.785
H -1.540 -2.975 -3.379
H -0.654 -3.953 -1.314
H -2.307 -3.384 -1.099
H 0.104 -2.275 0.083
S -2.202 2.766 -1.327
C -0.590 3.141 -1.641
N 0.372 2.284 -1.400
C 1.616 2.787 -1.620
C 2.818 2.134 -1.368
C 3.999 2.799 -1.621
C 3.997 4.094 -2.131
C 2.811 4.761 -2.387
C 1.624 4.104 -2.119
S -0.020 4.687 -2.275
H 2.792 1.132 -0.968
H 4.939 2.309 -1.419
H 4.935 4.594 -2.324
H 2.805 5.766 -2.777
C 3.441 -1.711 3.234
N 2.401 -0.763 2.913
C 2.148 0.311 3.698
C 1.138 1.170 3.445
C 0.326 0.925 2.280
O -0.674 1.600 1.956
N 0.654 -0.122 1.496
C 1.621 -0.998 1.764
O 1.833 -1.994 1.082
H 3.938 -1.414 4.155
H 4.166 -1.759 2.420
H 3.007 -2.705 3.354
H 2.804 0.435 4.550
H 0.937 2.020 4.074
*
```

## Properties
Max |F| = 1.396 eV/A
ΔE to the lowest compared entry with this formula, charge and spin = 13.50 kcal per mole

---

2.
14 unconnected molecules or ions with the total composition C34H56N14O5. Source: the OMol25 dataset; level of theory: ωB97M-V with the def2-TZVPD basis set.

Structure (ORCA input):
```
! wB97M-V def2-TZVPD RIJCOSX def2/J DEFGRID3
* xyz 0 1
C -0.601 -4.623 6.131
C -0.939 -3.213 5.598
O -0.697 -3.101 4.201
C 0.455 -2.321 3.904
C 0.611 -2.146 2.392
O 0.085 -0.902 1.946
C 0.996 0.185 2.110
C 0.531 1.346 1.209
O 1.544 1.652 0.239
C 1.670 3.025 -0.005
N 2.207 3.716 1.184
C 1.998 5.130 1.084
O 1.870 5.773 0.033
O 1.925 5.750 2.331
H 0.121 -5.090 5.447
H -0.139 -4.531 7.127
H -1.491 -5.251 6.256
H -0.332 -2.478 6.158
H -1.992 -2.958 5.806
H 0.340 -1.319 4.356
H 1.367 -2.760 4.341
H 1.679 -2.218 2.117
H 0.048 -2.928 1.862
H 2.030 -0.110 1.883
H 0.966 0.515 3.165
H 0.302 2.212 1.839
H -0.363 0.991 0.672
H 2.348 3.144 -0.867
H 0.717 3.508 -0.265
H 3.213 3.555 1.253
H 1.202 6.390 2.240
C -0.963 2.774 -2.866
C -1.591 2.707 -1.547
N -2.065 2.651 -0.494
H -1.451 2.080 -3.548
H -1.046 3.784 -3.261
H 0.090 2.508 -2.779
C -0.718 -6.388 -0.174
C 0.369 -6.848 0.693
N 1.230 -7.214 1.373
H -1.273 -7.240 -0.557
H -1.393 -5.747 0.389
H -0.315 -5.830 -1.012
C 0.940 0.334 7.502
C 1.822 -0.010 6.392
N 2.437 -0.292 5.454
H 1.316 -0.102 8.426
H 0.877 1.415 7.603
H -0.053 -0.058 7.294
C -2.997 -0.600 -2.340
C -2.310 -1.164 -3.501
N -1.789 -1.612 -4.432
H -2.556 -0.986 -1.422
H -2.901 0.483 -2.349
H -4.052 -0.865 -2.370
C -4.220 -4.852 -4.262
C -3.169 -5.277 -3.339
N -2.322 -5.635 -2.636
H -4.753 -5.723 -4.638
H -4.923 -4.197 -3.748
H -3.784 -4.317 -5.103
C -2.227 5.888 2.864
C -1.637 7.224 2.785
N -1.147 8.270 2.717
H -1.538 5.212 3.369
H -3.159 5.932 3.423
H -2.426 5.511 1.863
C 5.233 4.365 3.810
C 5.321 3.816 2.460
N 5.368 3.384 1.387
H 5.236 3.554 4.535
H 6.083 5.020 3.996
H 4.310 4.934 3.910
C -2.655 -0.623 -8.068
C -3.151 -1.875 -7.504
N -3.544 -2.882 -7.097
H -3.182 0.217 -7.620
H -1.590 -0.528 -7.863
H -2.816 -0.614 -9.144
C -1.070 -7.407 -6.049
C -2.378 -7.361 -6.700
N -3.418 -7.326 -7.220
H -1.033 -6.681 -5.238
H -0.899 -8.402 -5.643
H -0.290 -7.177 -6.772
C 1.742 -2.261 -5.112
C 2.464 -3.289 -5.859
N 3.025 -4.105 -6.457
H 2.184 -2.143 -4.124
H 1.797 -1.313 -5.643
H 0.697 -2.547 -5.005
C -1.742 11.618 2.573
C -2.497 12.859 2.739
N -3.097 13.839 2.872
H -1.826 11.007 3.468
H -2.131 11.057 1.727
H -0.692 11.844 2.396
C 6.569 -3.581 -6.556
C 7.275 -2.390 -7.026
N 7.833 -1.448 -7.397
H 7.169 -4.094 -5.807
H 5.614 -3.298 -6.118
H 6.384 -4.255 -7.389
C -2.802 0.630 4.978
C -1.557 1.393 5.050
N -0.567 1.988 5.113
H -3.650 1.310 4.930
H -2.793 0.001 4.089
H -2.899 -0.001 5.860
*
```

## Properties
Max |F| = 3.112 eV/A
E = -67259.9267 eV

---

3.
3 unconnected molecules or ions with the total composition C5H16N2O2. Source: the OMol25 dataset; level of theory: ωB97M-V with the def2-TZVPD basis set.

Structure (ORCA input):
```
! wB97M-V def2-TZVPD RIJCOSX def2/J DEFGRID3
* xyz 0 1
C -1.104 1.860 2.115
N -0.137 0.755 1.891
C 0.308 0.310 0.688
C -0.247 0.450 -0.527
C 0.438 0.141 -1.802
C -0.207 -1.069 -2.599
N 0.213 -2.394 -2.189
H -0.685 2.845 1.924
H -1.998 1.771 1.473
H -1.563 1.691 3.046
H 0.178 0.467 2.794
H 1.018 -0.505 0.867
H -1.215 0.959 -0.602
H 1.478 -0.180 -1.806
H 0.388 1.094 -2.390
H -1.280 -1.197 -2.577
H 0.110 -0.948 -3.694
H -0.197 -2.654 -1.299
H 1.223 -2.438 -2.038
O -1.377 -2.401 1.328
H -2.151 -2.061 0.871
H -0.956 -3.036 0.732
O 2.534 2.366 0.848
H 2.141 2.530 1.724
H 3.090 1.645 1.221
*
```

## Properties
Max |F| = 3.079 eV/A
SMILES string = CN/C=C/CCN.O.O
ΔE to the lowest compared entry with this formula, charge and spin = 61.43 kcal per mole

---

4.
A single C3HNOS2 molecule. Source: the OMol25 dataset; level of theory: ωB97M-V with the def2-TZVPD basis set.

Structure (ORCA input):
```
! wB97M-V def2-TZVPD RIJCOSX def2/J DEFGRID3
* xyz 0 1
O 0.045 2.037 0.001
C -0.247 0.887 -0.001
S -1.929 0.234 -0.001
C -1.238 -1.377 0.001
N 0.029 -1.543 0.001
C 0.710 -0.322 0.007
S 2.304 -0.135 -0.002
H -1.916 -2.217 -0.012
*
```

## Properties
Max |F| = 0.275 eV/A
SMILES string = O=C1SC=NC1=S
ΔE to the lowest compared entry with this formula, charge and spin = 7.80 kcal per mole